[1]
ORCA calculation (ωB97M-V with the def2-TZVPD basis set) on a cluster of 6 separate species, H11O5S in total.

Last column: Mulliken charge in e.
Positions of all 17 atoms, in Å:
S1 -1.758 1.178 -1.859  -0.849
H1 -1.956 2.103 -0.904  -0.053
H2 0.211 1.376 -0.196  0.299
H3 -0.403 0.571 0.959  0.382
O1 0.382 1.074 0.716  -0.648
H4 1.575 -0.482 0.623  0.374
H5 2.514 -0.420 -0.532  0.272
O2 2.140 -1.058 0.085  -0.666
H6 0.604 1.209 -3.344  0.304
H7 0.804 0.013 -2.533  0.316
O3 1.324 0.629 -3.067  -0.651
H8 0.128 -1.484 2.238  0.294
H9 1.101 -2.464 1.650  0.375
O4 0.534 -2.343 2.424  -0.669
H10 -2.417 0.713 0.828  0.285
H11 -2.572 -0.738 1.350  0.336
O5 -2.211 0.123 1.562  -0.701

Summary:
- ΔE to the lowest compared entry with this formula, charge and spin (eV) = 0.815
- Kohn-Sham gap (eV) = 7.5576
- net charge = -1
- multiplicity = 1
- HOMO energy (eV) = -3.970


[2]
ORCA calculation (ωB97M-V with the def2-TZVPD basis set) on a cluster of 4 separate species, C17H35F2NO5S in total.

Last column: Mulliken charge in e.
Positions of all 61 atoms, in Å:
C1 -4.655 -0.237 2.593  -1.488
C2 -3.945 -0.017 1.257  -0.407
N1 -2.785 0.907 1.342  0.238
C3 -2.588 1.700 0.110  -0.802
C4 -3.504 2.917 0.110  -0.355
C5 -3.190 3.863 -1.039  -0.410
F1 -3.500 5.165 -0.670  -0.315
S1 -1.352 0.248 1.813  1.160
O1 -0.633 1.177 2.605  -0.550
O2 -0.705 -0.460 0.761  -0.601
F2 -1.906 -0.841 2.790  -0.278
H1 -4.356 0.527 3.310  0.391
H2 -5.734 -0.195 2.460  0.405
H3 -4.411 -1.206 3.024  0.311
H4 -3.645 -0.965 0.804  0.491
H5 -4.633 0.438 0.549  0.214
H6 -1.550 2.032 0.050  0.587
H7 -2.763 1.064 -0.765  0.217
H8 -3.357 3.463 1.043  0.321
H9 -4.548 2.605 0.056  0.249
H10 -2.129 3.839 -1.300  0.315
H11 -3.772 3.638 -1.934  0.261
C6 2.590 0.889 1.846  -0.272
C7 4.101 0.704 1.966  -0.577
C8 4.611 1.727 0.962  -0.065
O3 3.663 2.796 0.958  -0.471
C9 2.481 2.395 1.657  -0.357
H12 2.029 0.539 2.710  0.314
H13 2.211 0.369 0.964  0.180
H14 4.434 0.962 2.974  0.297
H15 4.447 -0.302 1.737  0.296
H16 4.666 1.293 -0.043  0.004
H17 5.593 2.127 1.218  0.244
H18 2.439 2.914 2.621  0.262
H19 1.610 2.692 1.071  0.141
C10 7.169 -1.729 -2.064  -0.542
C11 8.180 -0.647 -1.688  -0.522
C12 7.462 0.051 -0.541  -0.414
O4 6.677 -0.950 0.110  -0.350
C13 6.627 -2.127 -0.697  -0.414
H20 7.605 -2.568 -2.603  0.339
H21 6.372 -1.303 -2.679  0.266
H22 9.108 -1.103 -1.336  0.261
H23 8.420 0.031 -2.506  0.330
H24 6.798 0.838 -0.914  0.237
H25 8.143 0.492 0.188  0.285
H26 7.248 -2.904 -0.238  0.266
H27 5.597 -2.484 -0.729  0.270
C14 -5.083 -2.498 -2.842  -0.579
C15 -5.541 -3.696 -2.013  -0.581
C16 -5.408 -3.153 -0.596  -0.406
O5 -5.671 -1.750 -0.682  -0.342
C17 -5.671 -1.338 -2.050  -0.275
H28 -5.434 -2.521 -3.873  0.356
H29 -3.993 -2.439 -2.852  0.273
H30 -6.583 -3.933 -2.232  0.260
H31 -4.944 -4.592 -2.175  0.334
H32 -4.394 -3.305 -0.209  0.261
H33 -6.115 -3.598 0.105  0.299
H34 -6.699 -1.123 -2.360  0.259
H35 -5.086 -0.419 -2.138  0.180

Summary:
- SMILES = CCN(CCCF)S(=O)(=O)F.C1CCOC1.C1CCOC1.C1CCOC1
- Kohn-Sham gap (eV) = 9.5758
- multiplicity = 1
- HOMO energy (eV) = -8.987


[3]
ORCA calculation (ωB97M-V with the def2-TZVPD basis set) on a cluster of 2 separate species, C5H9BrN3O in total.

Last column: Mulliken charge in e.
Positions of all 19 atoms, in Å:
N1 2.393 -0.646 0.918  -0.734
N2 1.013 -0.613 1.057  1.047
C1 0.367 0.524 1.274  0.251
C2 -1.025 0.493 1.301  -0.767
C3 -1.660 -0.695 1.108  -0.072
C4 -0.860 -1.836 0.904  0.240
Br1 -1.631 -3.501 0.649  -0.019
N3 0.456 -1.787 0.869  -0.824
H1 2.713 -1.563 1.221  0.330
H2 2.810 0.071 1.506  0.282
H3 0.952 1.426 1.410  0.386
H4 -1.573 1.414 1.466  0.399
H5 -2.739 -0.778 1.120  0.463
C5 0.064 1.371 -2.683  -0.505
O1 -1.197 1.375 -2.016  -0.459
H6 0.092 2.262 -3.303  0.253
H7 0.902 1.416 -1.978  0.198
H8 0.181 0.495 -3.324  0.275
H9 -1.260 0.570 -1.496  0.257

Summary:
- ΔE to the lowest compared entry with this formula, charge and spin (eV) = 1.726
- Kohn-Sham gap (eV) = 8.2637
- net charge = +1
- multiplicity = 1
- HOMO energy (eV) = -13.549


[4]
ORCA calculation (ωB97M-V with the def2-TZVPD basis set) on a structure of composition C45H43AsCrN4O4PS3.

Last column: Mulliken spin population.
Positions of all 102 atoms, in Å:
Cr1 1.574 0.710 -2.304  4.191
O1 3.046 -1.198 -0.449  0.018
N1 4.319 -0.958 -0.331  0.011
C1 5.107 -1.910 0.221  -0.010
C2 6.454 -1.738 0.400  0.011
C3 7.027 -0.536 -0.017  -0.004
C4 6.226 0.416 -0.595  0.008
C5 4.840 0.230 -0.777  0.014
S1 3.856 1.409 -1.513  -0.034
H1 4.564 -2.801 0.498  0.000
H2 7.037 -2.534 0.842  0.001
H3 8.090 -0.360 0.099  -0.001
H4 6.634 1.352 -0.950  0.001
O2 0.487 -0.880 -1.534  -0.140
N2 -0.324 -1.582 -2.368  0.161
C6 -0.798 -2.803 -1.875  0.355
C7 -1.495 -3.650 -2.709  -0.115
C8 -1.752 -3.301 -4.031  0.321
C9 -1.315 -2.009 -4.472  0.174
C10 -0.594 -1.173 -3.645  0.031
S2 0.027 0.384 -4.126  -0.035
H5 -0.626 -2.959 -0.821  -0.013
H6 -1.847 -4.591 -2.299  -0.003
H7 -2.303 -3.958 -4.690  0.051
H8 -1.493 -1.669 -5.483  0.021
C11 -2.430 -0.481 2.611  0.001
C12 -1.508 -0.469 3.826  0.003
As1 -2.493 -0.177 5.497  -0.001
C13 -0.996 0.325 6.659  0.000
C14 0.328 0.035 6.346  0.000
C15 1.356 0.393 7.213  0.000
C16 1.070 1.045 8.401  0.000
C17 -0.249 1.339 8.724  0.000
C18 -1.271 0.977 7.861  0.000
C19 -3.111 1.640 5.117  -0.001
C20 -4.467 1.928 5.230  0.001
C21 -4.948 3.197 4.930  0.000
C22 -4.071 4.187 4.515  0.000
C23 -2.715 3.908 4.400  0.000
C24 -2.238 2.642 4.701  0.000
P1 -1.409 -0.708 1.058  0.012
C25 -2.684 -0.327 -0.204  0.000
C26 -3.951 -0.903 -0.126  0.001
C27 -4.879 -0.720 -1.144  0.003
C28 -4.543 0.025 -2.264  -0.005
C29 -3.279 0.594 -2.358  0.001
C30 -2.361 0.427 -1.332  -0.117
C31 -0.486 0.874 1.145  -0.052
C32 0.903 0.841 1.094  0.088
C33 1.640 2.010 1.264  0.033
C34 0.993 3.215 1.478  -0.003
C35 -0.397 3.260 1.506  0.000
C36 -1.130 2.098 1.337  -0.004
H9 -3.020 0.439 2.562  -0.002
H10 -3.129 -1.318 2.680  0.001
H11 -0.753 0.313 3.723  -0.001
H12 -0.983 -1.424 3.908  0.001
H13 0.574 -0.460 5.416  0.000
H14 2.381 0.168 6.947  0.000
H15 1.872 1.331 9.071  0.000
H16 -0.481 1.854 9.649  0.000
H17 -2.298 1.217 8.118  0.000
H18 -5.155 1.151 5.543  0.000
H19 -6.008 3.406 5.011  0.000
H20 -4.444 5.174 4.270  0.000
H21 -2.027 4.670 4.058  0.000
H22 -1.179 2.437 4.591  0.000
H23 -4.219 -1.516 0.727  0.002
H24 -5.859 -1.179 -1.068  0.000
H25 -5.255 0.144 -3.072  0.000
H26 -2.975 1.145 -3.240  0.005
H27 -1.373 0.858 -1.441  0.106
H28 1.418 -0.087 0.867  -0.010
H29 2.717 1.972 1.171  0.000
H30 1.568 4.128 1.579  0.000
H31 -0.909 4.207 1.633  0.000
H32 -2.214 2.143 1.339  0.000
N3 2.297 -3.261 -2.241  -0.006
C37 2.578 -3.034 -3.541  0.031
S3 4.052 -2.378 -4.011  0.002
N4 1.601 -3.443 -4.397  0.003
C38 1.522 -3.231 -5.792  0.002
C39 1.034 -4.269 -6.578  0.032
C40 0.863 -4.093 -7.944  -0.003
C41 1.188 -2.880 -8.532  0.001
C42 1.666 -1.842 -7.740  0.000
C43 1.827 -2.005 -6.374  -0.021
H33 2.736 -2.601 -1.587  0.018
H34 1.318 -3.409 -2.018  -0.027
H35 0.724 -3.742 -3.980  -0.023
H36 0.781 -5.210 -6.104  0.005
H37 0.475 -4.907 -8.546  -0.001
H38 1.057 -2.737 -9.599  0.000
H39 1.891 -0.880 -8.184  0.000
H40 2.151 -1.187 -5.750  0.019
C44 0.216 4.633 -1.887  0.001
O3 0.546 3.258 -1.816  0.007
C45 1.502 2.793 -2.759  -0.111
O4 1.944 3.619 -3.528  -0.009
H41 -0.529 4.810 -1.110  0.000
H42 -0.198 4.891 -2.865  0.000
H43 1.092 5.265 -1.715  0.000

Summary:
- ΔE to the lowest compared entry with this formula, charge and spin (eV) = 0.000
- Kohn-Sham gap (alpha / beta) (eV) = 2.9967 / 5.8171
- net charge = -2
- multiplicity = 6
- HOMO energy (alpha / beta) (eV) = 0.635 / -2.186


[5]
ORCA calculation (ωB97M-V with the def2-TZVPD basis set) on a structure of composition C41H35GeN6O4V at a distorted geometry.

Last column: Mulliken spin population.
Positions of all 88 atoms, in Å:
V1 14.276 11.386 15.107  1.925
O1 13.845 12.647 13.717  -0.004
C1 13.209 13.813 13.897  0.025
C2 12.010 14.098 13.180  -0.014
C3 11.417 15.371 13.332  0.026
C4 11.961 16.390 14.133  -0.012
C5 12.933 16.099 15.036  0.024
C6 13.505 14.737 14.921  -0.010
C7 14.361 14.263 15.918  0.070
N1 14.681 12.998 16.175  -0.042
N2 15.381 12.795 17.296  -0.006
C8 15.376 11.491 17.575  0.001
O2 14.843 10.598 16.888  -0.013
C9 16.027 11.043 18.877  0.000
C10 15.645 9.925 19.649  -0.001
C11 16.301 9.677 20.832  0.001
C12 17.259 10.551 21.363  -0.001
C13 17.655 11.628 20.582  0.000
C14 17.059 11.847 19.330  -0.002
H1 11.625 13.401 12.434  -0.009
H2 10.489 15.627 12.824  0.002
H3 11.470 17.379 14.078  0.000
H4 13.291 16.802 15.812  0.001
H5 14.655 14.971 16.697  -0.002
H6 14.861 9.243 19.336  0.001
H7 16.127 8.790 21.459  0.000
H8 17.574 10.333 22.344  0.000
H9 18.444 12.336 20.837  0.000
H10 17.555 12.505 18.621  0.000
N3 17.756 9.834 12.915  0.003
C15 17.847 11.123 12.393  -0.004
C16 17.003 11.904 13.099  0.015
N4 16.395 11.192 14.119  -0.012
C17 16.751 9.919 13.860  -0.008
C18 15.859 8.827 14.218  0.004
N5 14.586 9.032 14.318  0.015
C19 14.011 7.801 14.727  0.007
C20 14.995 6.902 14.845  -0.003
N6 16.198 7.528 14.564  0.001
H11 18.330 9.035 12.620  0.000
H12 18.448 11.395 11.528  0.000
H13 16.816 12.958 13.025  -0.001
H14 12.982 7.814 14.991  0.000
H15 14.867 5.803 14.886  0.000
H16 17.151 7.124 14.468  0.000
O3 10.865 11.934 13.791  -0.003
C21 11.641 10.991 13.971  0.006
O4 12.352 10.930 15.073  0.005
C22 11.699 9.805 13.011  -0.001
C23 12.397 10.113 11.703  0.005
Ge1 11.038 10.923 10.454  0.001
C24 10.863 9.418 9.176  0.000
C25 11.850 9.275 8.163  0.000
C26 11.626 8.541 6.997  0.000
C27 10.433 7.836 6.852  0.000
C28 9.474 7.845 7.870  0.000
C29 9.728 8.627 9.024  0.000
C30 9.438 11.883 11.275  0.000
C31 8.395 11.117 11.930  0.000
C32 7.140 11.641 12.033  0.000
C33 6.929 13.008 11.796  0.000
C34 7.865 13.727 11.062  0.000
C35 9.195 13.230 10.946  0.000
C36 11.892 12.374 9.520  0.000
C37 11.150 12.830 8.412  0.000
C38 11.727 13.640 7.415  0.000
C39 13.078 13.945 7.547  0.000
C40 13.801 13.566 8.670  0.000
C41 13.241 12.729 9.639  -0.001
H17 10.596 9.682 12.925  -0.001
H18 12.052 8.844 13.416  -0.002
H19 12.578 9.200 11.107  0.001
H20 13.310 10.740 11.929  0.013
H21 12.848 9.669 8.424  0.000
H22 12.421 8.463 6.237  0.000
H23 10.224 7.449 5.846  0.000
H24 8.491 7.387 7.731  0.000
H25 8.975 8.837 9.783  0.000
H26 8.681 10.142 12.357  0.000
H27 6.386 10.986 12.412  0.000
H28 6.017 13.507 12.162  0.000
H29 7.605 14.666 10.545  0.000
H30 9.969 13.894 10.624  0.000
H31 10.118 12.504 8.300  0.000
H32 11.012 14.098 6.635  0.000
H33 13.545 14.568 6.736  0.000
H34 14.890 13.797 8.761  0.000
H35 13.811 12.552 10.561  0.000

Summary:
- ΔE to the lowest compared entry with this formula, charge and spin (eV) = 3.137
- Kohn-Sham gap (alpha / beta) (eV) = 6.7464 / 6.9336
- multiplicity = 3
- HOMO energy (alpha / beta) (eV) = -7.043 / -7.236


[6]
ORCA calculation (ωB97M-V with the def2-TZVPD basis set) on an isolated molecule of C14H11ClN2O7 at a distorted geometry.

Last column: Mulliken charge in e.
Positions of all 35 atoms, in Å:
C1 -6.499 -1.568 1.290  -0.890
O1 -5.562 -1.677 0.247  -0.444
C2 -4.466 -0.881 0.271  0.710
C3 -4.184 0.074 1.241  -0.438
C4 -3.032 0.835 1.169  -1.243
C5 -2.127 0.663 0.129  0.477
N1 -0.980 1.472 0.110  -0.108
C6 0.087 1.387 -0.718  0.585
O2 0.235 0.596 -1.616  -0.654
C7 1.165 2.458 -0.434  -0.498
O3 2.446 1.902 -0.691  -0.257
C8 2.742 0.844 0.078  0.527
O4 2.054 0.461 0.986  -0.604
C9 4.022 0.242 -0.341  0.309
C10 4.809 0.509 -1.443  -0.380
C11 5.895 -0.375 -1.370  -0.498
C12 5.684 -1.113 -0.225  0.072
N2 6.480 -2.147 0.345  0.995
O5 6.105 -2.647 1.378  -0.560
O6 7.487 -2.439 -0.266  -0.580
O7 4.557 -0.742 0.392  -0.297
C13 -2.394 -0.287 -0.853  -0.396
C14 -3.547 -1.041 -0.776  0.206
Cl1 -3.880 -2.212 -1.992  -0.210
H1 -6.049 -1.800 2.260  0.349
H2 -6.948 -0.570 1.324  0.343
H3 -7.272 -2.302 1.067  0.241
H4 -4.861 0.232 2.065  0.363
H5 -2.837 1.569 1.938  0.299
H6 -0.931 2.129 0.876  0.177
H7 1.059 3.286 -1.137  0.278
H8 1.115 2.818 0.599  0.325
H9 4.610 1.242 -2.196  0.558
H10 6.720 -0.476 -2.044  0.546
H11 -1.704 -0.440 -1.665  0.699

Summary:
- SMILES = COc1ccc(NC(=O)COC(=O)c2ccc([N+](=O)[O-])o2)cc1Cl
- Kohn-Sham gap (eV) = 7.3357
- multiplicity = 1
- HOMO energy (eV) = -8.304


Result set for calculated total energy: -21253.65745 -46192.69082 -81882.12264 -192567.62407 -142418.07366 -44528.17025 eV, one per record in the order listed.